Entry from the OMol25 dataset: a single CH6P2S molecule (wB97M-V/def2-TZVPD).

```
10
Properties=species:S:1:pos:R:3:forces:R:3:lowdin_charge:R:1
H 0.431 -1.425 -0.287 -0.99 0.51 -0.89 -0.01
C 0.917 0.133 1.082 0.16 -0.85 -0.10 -0.34
P -2.171 -0.101 0.582 0.74 0.17 -0.39 0.36
S -0.191 -0.171 -0.422 1.23 -1.71 1.70 0.04
H 0.285 1.447 -2.397 -0.64 1.61 0.17 -0.27
H 0.578 1.031 1.478 0.10 2.29 0.44 0.00
H 0.439 -0.531 1.777 0.12 -0.93 0.38 0.00
P 0.582 0.135 -2.297 0.60 -1.55 -0.59 0.36
H -2.917 -0.493 -0.576 0.53 0.13 0.01 -0.24
H 2.049 -0.026 1.060 -1.85 0.32 -0.74 0.10
```
Forces are in eV/Å.

Results
Energy relative to the best compared isomer or geometry (same formula, charge and spin) = 4.232 eV
Max |F| = 2.7 eV Å⁻¹
Highest occupied orbital energy = -7.861 eV
HOMO-LUMO gap = 7.670 eV
Charge = 0
Spin multiplicity = 1